C24H26AsS4W | the ωB97M-V functional and the def2-TZVPD basis

Geometry as XYZ:
```
56
C24H26AsS4W, DFT the ωB97M-V functional and the def2-TZVPD basis
W -0.6326 0.2478 -0.1507
C 0.0542 -0.9269 3.0840
C -1.2071 -1.6219 2.6043
S -1.2957 -1.9598 0.8126
C 0.1395 -3.0702 0.5208
C 1.0082 -2.6351 -0.6451
S 1.5574 -0.8942 -0.5920
C 2.5521 -0.8267 0.9405
C 2.2269 0.3939 1.7775
S 0.4553 0.6005 2.1480
H -0.0721 -0.6316 4.1261
H 0.9232 -1.5808 3.0379
H -1.3309 -2.5762 3.1195
H -2.1003 -1.0277 2.8048
H 0.6997 -3.1338 1.4522
H -0.2733 -4.0590 0.3188
H 1.9032 -3.2571 -0.7062
H 0.4887 -2.7287 -1.6006
H 2.4052 -1.7544 1.4901
H 3.5971 -0.7917 0.6295
H 2.7601 0.3642 2.7291
H 2.5112 1.3207 1.2763
S -1.1014 -0.1394 -2.3747
C -1.5730 1.3004 -3.2398
C -1.9249 1.1602 -4.5843
C -2.3394 2.2794 -5.2946
C -2.3936 3.5193 -4.6774
C -2.0333 3.6659 -3.3318
C -1.6314 2.5586 -2.6146
As -1.0337 2.6520 -0.7921
C -0.9783 4.4658 -0.2042
C -2.1520 5.0955 0.2109
C -2.1001 6.4372 0.5532
C -0.8984 7.1319 0.4752
C 0.2631 6.4954 0.0576
C 0.2328 5.1514 -0.2836
C -2.4669 1.7250 0.2306
C -3.5693 1.0762 -0.3677
C -4.6179 0.6198 0.4126
C -4.6048 0.8360 1.7874
C -3.5441 1.5046 2.3964
C -2.4828 1.9512 1.6294
H -1.8753 0.1908 -5.0632
H -2.6112 2.1802 -6.3366
H -2.7056 4.3885 -5.2408
H -2.0594 4.6452 -2.8693
H -3.0923 4.5588 0.2659
H -2.9991 6.9426 0.8788
H -0.8685 8.1796 0.7428
H 1.1926 7.0445 -0.0023
H 1.1400 4.6581 -0.6119
H -3.6116 0.9574 -1.4437
H -5.4620 0.1280 -0.0519
H -5.4433 0.5051 2.3869
H -3.5681 1.7093 3.4587
H -1.6884 2.5252 2.0943
```

Results
Frontier orbital gap (spin up / spin down)   0.2113 / 0.2366 Ha
Maximum force   0.50 eV Å⁻¹
Spin multiplicity   3
Total charge   +3
⟨S²⟩   2.357
HOMO (spin up / spin down)   -17.3 / -17.3 eV



C24H26BrN3O4 | the ωB97M-V functional and the def2-TZVPD basis

Geometry as XYZ:
```
58
C24H26BrN3O4, DFT the ωB97M-V functional and the def2-TZVPD basis
O 1.8682 0.8768 4.1347
C 1.2471 1.2326 3.1555
C 1.9341 1.7971 1.9004
N 2.0146 0.7472 0.8975
C 0.9659 0.6363 0.0249
O -0.0229 1.3468 0.1502
C 1.0857 -0.3825 -1.0375
C 0.1435 -0.6197 -1.9721
C -1.0721 0.1360 -2.2405
C -2.2735 -0.5499 -2.4224
C -3.4440 0.1359 -2.6875
C -3.4384 1.5156 -2.8011
C -2.2366 2.1872 -2.6526
Br -2.2039 4.0825 -2.8409
C -1.0585 1.5220 -2.3805
O 2.1694 -1.2201 -1.0614
C 3.0708 -1.1922 -0.0424
C 4.0520 -2.1743 -0.0350
C 4.9843 -2.2057 0.9835
C 4.9224 -1.2692 2.0022
C 3.9484 -0.2873 2.0007
C 3.0212 -0.2241 0.9654
N -0.0855 1.1432 3.0155
C -0.9052 0.3338 3.8886
C -1.4748 -0.8657 3.1263
C -0.3547 -1.7141 2.5254
N -0.8267 -2.9498 1.9278
C -1.6248 -2.7234 0.7319
C -2.1015 -4.0658 0.1790
O -1.0215 -4.9121 -0.1316
C -0.2349 -5.1307 1.0150
C 0.2919 -3.8160 1.5874
H 2.9373 2.1504 2.1366
H 1.3417 2.6117 1.4776
H 0.3084 -1.4886 -2.5978
H -2.2865 -1.6263 -2.3356
H -4.3702 -0.4047 -2.8116
H -4.3465 2.0596 -3.0093
H -0.1348 2.0694 -2.2838
H 4.0571 -2.8982 -0.8338
H 5.7477 -2.9675 0.9874
H 5.6332 -1.3026 2.8126
H 3.8964 0.4018 2.8262
H -0.4916 1.4091 2.1242
H -0.2670 0.0075 4.7129
H -1.7221 0.9422 4.2888
H -2.1289 -0.4927 2.3360
H -2.0664 -1.4820 3.8027
H 0.3460 -1.9816 3.3216
H 0.1998 -1.1140 1.7812
H -2.4959 -2.1191 0.9852
H -1.0397 -2.1942 -0.0419
H -2.6594 -3.9245 -0.7486
H -2.7506 -4.5483 0.9252
H 0.5908 -5.7733 0.7052
H -0.8318 -5.6429 1.7843
H 0.8711 -4.0180 2.4908
H 0.9574 -3.3402 0.8433
```

Results
Frontier orbital gap   0.2943 Ha
Maximum force   1.18 eV Å⁻¹
SMILES string   O=C(CN1C(=O)/C(=C\c2cccc(Br)c2)Oc2ccccc21)NCCCN1CCOCC1
HOMO   -8.2 eV



C24H26Cl2N2O4S | the ωB97M-V functional and the def2-TZVPD basis

Geometry as XYZ:
```
59
C24H26Cl2N2O4S, DFT the ωB97M-V functional and the def2-TZVPD basis
C 2.4193 2.3712 0.4117
C 2.7107 0.9509 0.9098
C 2.0415 0.7274 2.2681
N 2.3622 -0.1310 -0.0042
C 0.9889 -0.2567 -0.4137
C 0.5425 0.5547 -1.6567
N -0.8950 0.6629 -1.7091
C -1.5464 1.6688 -1.0809
O -0.9842 2.5949 -0.5245
C -3.0132 1.5599 -1.1376
C -3.9838 2.4285 -0.7112
C -5.2204 1.8013 -0.9703
C -4.9273 0.5917 -1.5405
C -5.7731 -0.5682 -1.8497
S -6.0433 -1.4336 -0.2259
O -6.1729 -2.8467 -0.4254
O -7.1288 -0.7673 0.4235
C -4.4832 -1.1135 0.6679
C -4.3746 -0.2227 1.7310
Cl -5.7133 0.6971 2.2666
C -3.1557 -0.0453 2.3804
C -2.0453 -0.7582 1.9730
C -2.1291 -1.6323 0.9031
C -3.3429 -1.7933 0.2514
Cl -3.4101 -2.8264 -1.1148
O -3.5883 0.4405 -1.6461
C 3.3310 -0.3698 -1.0566
C 4.6486 -0.8297 -0.4869
C 4.6705 -1.8315 0.4763
C 5.8692 -2.2727 1.0041
C 7.0641 -1.7215 0.5704
C 7.0514 -0.7254 -0.3898
C 5.8491 -0.2804 -0.9131
H 2.8283 3.0885 1.1193
H 1.3500 2.5512 0.3283
H 2.8908 2.5480 -0.5530
H 3.7936 0.8529 1.0533
H 2.5404 1.3272 3.0245
H 0.9955 1.0244 2.2432
H 2.1123 -0.3196 2.5513
H 0.7950 -1.3192 -0.6142
H 0.3579 0.0517 0.4195
H 0.8951 0.0864 -2.5776
H 0.9333 1.5702 -1.5961
H -1.4279 -0.1237 -2.0450
H -3.8168 3.3884 -0.2694
H -6.1981 2.1839 -0.7634
H -5.2939 -1.2675 -2.5275
H -6.7652 -0.2921 -2.1920
H -3.0988 0.6543 3.1977
H -1.1055 -0.6297 2.4870
H -1.2671 -2.1835 0.5653
H 2.9327 -1.1702 -1.6899
H 3.4956 0.5112 -1.6984
H 3.7343 -2.2509 0.8121
H 5.8746 -3.0501 1.7543
H 8.0016 -2.0667 0.9808
H 7.9795 -0.2901 -0.7306
H 5.8448 0.5016 -1.6598
```

Results
Frontier orbital gap   0.3081 Ha
Maximum force   1.21 eV Å⁻¹
SMILES string   CC(C)N(CCNC(=O)c1ccc(CS(=O)(=O)c2c(Cl)cccc2Cl)o1)Cc1ccccc1
HOMO   -8.3 eV



C24H26Cl6CrN6Si | the ωB97M-V functional and the def2-TZVPD basis

Geometry as XYZ:
```
64
C24H26Cl6CrN6Si, DFT the ωB97M-V functional and the def2-TZVPD basis
Cr 0.1328 0.1628 -0.2166
C 4.5300 2.9915 2.1712
C 3.9389 2.9622 0.9142
C 3.0060 1.9905 0.6037
C 2.6632 1.0258 1.5495
C 3.2553 1.0494 2.8090
C 4.1780 2.0332 3.1135
N 1.7187 0.0582 1.1957
N 1.9255 -1.1099 1.7786
C 1.0898 -2.0778 1.3521
C 1.2570 -3.3841 1.8746
C 0.4743 -4.3990 1.4122
C -0.4918 -4.1315 0.4229
C -0.6180 -2.8411 -0.0281
N 0.1255 -1.8218 0.4283
H 5.2512 3.7573 2.4170
H 4.1987 3.7034 0.1700
H 2.5327 1.9649 -0.3692
H 2.9828 0.2944 3.5325
H 4.6280 2.0515 4.0985
H 2.0306 -3.5324 2.6128
H 0.6068 -5.4047 1.7913
H -1.1222 -4.9050 0.0149
H -1.3520 -2.5993 -0.7835
Cl -1.1001 -1.3427 -3.4949
Si -1.6975 -0.1314 -1.8828
Cl -3.5587 -1.0815 -1.3767
Cl -2.4332 1.5791 -2.8763
Cl 2.1795 -2.7860 -1.8855
C 2.5777 -1.4271 -2.8930
C 3.4349 -1.6325 -3.9514
C 3.7954 -0.5824 -4.7875
C 3.2728 0.6781 -4.5247
C 2.4187 0.8692 -3.4609
Cl 1.7936 2.4713 -3.1828
C 2.0246 -0.1656 -2.5919
N 1.2223 0.0366 -1.5640
H 3.8194 -2.6295 -4.1109
H 4.4666 -0.7407 -5.6164
H 3.5220 1.5289 -5.1422
C -2.2229 -1.0380 1.9540
C -3.2739 -0.8314 3.0688
N -3.0709 0.4442 3.7508
C -3.3118 1.5101 2.7860
C -2.4944 1.2811 1.4994
N -1.4864 0.2191 1.7086
C -0.7226 0.5075 2.9427
C -1.6700 0.5140 4.1654
H -2.6946 -1.3527 1.0212
H -1.4968 -1.8002 2.2417
H -3.2115 -1.6342 3.8069
H -4.2858 -0.8400 2.6573
H -3.0371 2.4567 3.2556
H -4.3808 1.5467 2.5654
H -1.9881 2.1930 1.2048
H -3.1317 0.9589 0.6759
H -0.2224 1.4669 2.8128
H 0.0458 -0.2572 3.0448
H -1.5262 1.4188 4.7588
H -1.4770 -0.3411 4.8167
Cl 0.1644 3.3734 1.0171
C -0.1851 2.2437 -0.3884
H 0.4453 2.6405 -1.1862
H -1.2186 2.4649 -0.6500
```

Results
Frontier orbital gap (spin up / spin down)   0.2396 / 0.2512 Ha
Maximum force   0.72 eV Å⁻¹
Spin multiplicity   4
Total charge   -1
⟨S²⟩   4.231
HOMO (spin up / spin down)   -4.0 / -5.0 eV



Number 1 is which compound? C24H26AsS4W